Record 1
ORCA calculation (the ωB97M-V functional and the def2-TZVPD basis) on a 3-piece molecular cluster, C37H52BrF3N3O9 overall at a distorted geometry.

The total charge is +1. The LUMO energy is -2.35 eV. The orbital gap comes out at 8.95 eV.

Last column: Löwdin charge in e.
Cartesian coordinates (Å):
C1 5.3520 -1.7559 -1.1136  0.1477
C2 4.6007 -0.8490 -0.8891  -0.1095
C3 3.6947 0.3022 -0.7368  -0.0891
C4 2.3465 0.1020 -1.4789  -0.4004
F1 2.5747 -0.8597 -2.4229  0.0114
C5 1.8536 1.3859 -2.2303  -0.5815
Br1 2.9897 1.4580 -3.8736  0.9258
C6 2.0924 2.7189 -1.4786  -0.2099
C7 2.1325 3.9741 -2.3940  -0.2301
C8 1.6966 5.1993 -1.5525  -0.1709
C9 1.4763 6.4481 -2.4328  -0.1764
N1 0.1287 7.0198 -2.2007  -0.1177
C10 -0.8995 6.1299 -2.7637  -0.0723
C11 0.0886 8.2733 -2.9028  -0.4973
C12 0.7945 9.4460 -2.2483  0.0081
O1 -0.4786 8.4071 -3.9561  0.0993
C13 0.3836 1.3220 -2.7283  -0.1133
C14 -0.5405 0.2450 -2.1013  -0.1957
N2 -1.5999 -0.2575 -2.9944  0.0941
C15 -2.5450 0.7962 -3.2915  -0.4606
O2 -2.3022 1.7444 -3.9434  0.2462
F2 -3.7368 0.6273 -2.7528  0.1853
C16 -1.2125 -0.8963 -4.1804  -0.4924
O3 -1.9943 -1.2940 -4.9749  0.2175
F3 0.0939 -1.0746 -4.3424  0.1650
C17 0.1530 -0.9448 -1.3970  -0.0159
N3 1.2926 -0.4973 -0.5755  -0.0846
C18 0.8138 0.4956 0.4822  -0.0058
C19 -0.1616 -0.1296 1.4485  -0.2151
C20 0.2666 -0.8614 2.5510  -0.0381
C21 -0.6027 -1.4606 3.4515  0.0000
C22 -1.9807 -1.3286 3.2393  -0.2188
C23 -3.0063 -1.9834 4.1269  -0.0248
C24 -2.4323 -0.5645 2.1600  -0.0191
C25 -1.5402 0.0289 1.2785  -0.0269
O4 1.9269 -1.4902 0.1972  -0.0362
C26 1.9693 -2.8253 -0.3203  -0.1087
C27 0.8199 -3.7282 0.1543  -0.1551
O5 -0.1812 -3.9065 -0.8269  -0.2075
C28 0.1559 -4.8395 -1.8592  -0.2430
C29 -0.8662 -5.9874 -1.8781  -0.0453
H1 6.1359 -2.4759 -1.0652  0.0453
H2 3.5646 0.4721 0.3300  0.1275
H3 4.2159 1.1490 -1.1787  0.1135
H4 3.0181 2.7376 -0.9046  0.1162
H5 1.2802 2.9338 -0.7815  0.1018
H6 1.4152 3.9009 -3.2105  0.0995
H7 3.1438 4.1840 -2.7275  0.1048
H8 0.7729 5.0064 -1.0085  0.0982
H9 2.4812 5.4290 -0.8283  0.1177
H10 2.1858 7.2263 -2.1494  0.1118
H11 1.6234 6.2391 -3.5008  0.1315
H12 -1.8572 6.6389 -2.8054  0.0943
H13 -0.6343 5.7747 -3.7648  0.0939
H14 -1.0132 5.2615 -2.1100  0.0725
H15 1.2743 10.0277 -3.0317  0.0893
H16 0.0202 10.0685 -1.7994  0.0929
H17 1.5080 9.1265 -1.4929  0.0704
H18 0.3699 1.2871 -3.8125  0.0913
H19 -0.0644 2.2861 -2.4816  0.1210
H20 -1.0813 0.7549 -1.3036  0.1250
H21 -0.6029 -1.4628 -0.8087  0.1442
H22 0.4492 -1.6534 -2.1675  0.1282
H23 0.3833 1.3789 0.0254  0.1226
H24 1.6743 0.8169 1.0655  0.1435
H25 1.3334 -0.9933 2.7109  0.1193
H26 -0.1977 -2.0354 4.2747  0.0957
H27 -3.8456 -1.3222 4.3274  0.0959
H28 -2.5592 -2.3839 5.0299  0.0553
H29 -3.4174 -2.8300 3.5656  0.0783
H30 -3.4959 -0.4398 2.0057  0.1132
H31 -1.9726 0.6121 0.4716  0.1094
H32 2.0709 -2.9008 -1.4024  0.1281
H33 2.8934 -3.2455 0.0781  0.1388
H34 1.2529 -4.7069 0.3910  0.1349
H35 0.3562 -3.3416 1.0628  0.1308
H36 1.1814 -5.2023 -1.7500  0.1191
H37 0.1227 -4.3045 -2.8146  0.1168
H38 -1.6754 -5.7173 -2.5555  0.0645
H39 -1.3107 -6.0662 -0.8866  0.0815
H40 -0.4030 -6.9205 -2.1863  0.0792
O6 -1.2668 -1.9361 6.9016  0.1286
C30 -0.1212 -2.1261 7.1786  -0.4698
O7 0.8606 -2.1545 6.2352  -0.0115
C31 2.1166 -2.5094 6.8505  -0.1486
C32 1.9567 -2.1581 8.3225  -0.1487
C33 0.4663 -2.4016 8.5458  -0.0662
H41 2.2870 -3.5763 6.6931  0.1276
H42 2.9152 -1.9490 6.3698  0.1234
H43 2.6061 -2.7396 8.9729  0.1190
H44 2.1833 -1.1025 8.4773  0.1203
H45 0.2537 -3.4382 8.8105  0.1358
H46 0.0364 -1.7347 9.2870  0.1298
O8 -4.9497 -2.5178 1.5999  0.1205
C34 -4.5658 -2.6451 0.4750  -0.4762
O9 -4.3897 -1.5911 -0.3601  0.0230
C35 -4.0129 -2.0556 -1.6711  -0.1476
C36 -3.4308 -3.4409 -1.4500  -0.1447
C37 -4.2323 -3.9356 -0.2483  -0.0516
H47 -4.9031 -2.0807 -2.3044  0.1394
H48 -3.3176 -1.3474 -2.0919  0.0725
H49 -3.5029 -4.0782 -2.3302  0.1180
H50 -2.3783 -3.3644 -1.1744  0.0889
H51 -5.1649 -4.4186 -0.5428  0.1371
H52 -3.6587 -4.5976 0.3952  0.1251

***

Record 2
ORCA calculation (the ωB97M-V functional and the def2-TZVPD basis) on one molecule with the formula CH7NO3Si at a distorted geometry.

The LUMO energy is 0.60 eV. The calculation puts the energy relative to the best compared isomer or geometry (same formula, charge and spin) at 33.0 kJ/mol. The orbital gap comes out at 10.50 eV.

Last column: Löwdin charge in e.
Cartesian coordinates (Å):
N1 -1.7227 0.0757 1.1010  -0.1208
Si1 -0.1171 -0.6176 1.0573  0.6475
C1 0.7489 0.1108 -0.4477  -0.7688
O1 1.0936 1.5053 -0.2729  -0.0518
O2 1.8380 -0.6712 -0.8124  0.0282
O3 -0.1870 0.0982 -1.5317  -0.0060
H1 -1.9817 0.4969 0.2616  -0.0233
H2 -2.4379 -0.4159 1.7175  0.0641
H3 0.0372 -2.0293 0.6935  -0.0268
H4 0.6260 -0.0520 2.3191  -0.0050
H5 1.3958 1.8895 -1.1815  0.1503
H6 1.4715 -1.2020 -1.4686  0.0616
H7 -0.7647 0.8117 -1.4351  0.0509

***

Record 3
ORCA calculation (the ωB97M-V functional and the def2-TZVPD basis) on one molecule with the formula C5H12N2O2 at a distorted geometry.

The LUMO energy is 0.70 eV. The calculation puts the energy relative to the best compared isomer or geometry (same formula, charge and spin) at 107.5 kJ/mol. The orbital gap comes out at 9.80 eV.

Last column: Löwdin charge in e.
Cartesian coordinates (Å):
C1 -0.0957 -2.1360 0.2806  -0.0439
C2 0.0261 -0.6265 0.3545  -0.5031
C3 0.8936 -0.1553 1.5009  -0.0459
C4 0.7256 0.0350 -1.1111  -0.1921
N1 1.5850 1.1731 -0.9065  -0.0053
N2 -1.2747 -0.0391 0.3951  0.0945
C5 -1.3545 1.2983 0.0041  -0.5658
O1 -0.7659 2.2427 0.4927  0.0847
O2 -2.5022 1.4442 -0.7347  0.0944
H1 -0.6982 -2.4981 1.1131  0.0873
H2 0.8854 -2.5957 0.3413  0.0846
H3 -0.5754 -2.4395 -0.6502  0.0845
H4 0.4948 -0.5710 2.4298  0.0896
H5 0.8897 0.9262 1.5699  0.0671
H6 1.9142 -0.4955 1.3577  0.0854
H7 0.0318 0.0660 -1.9683  0.1080
H8 1.3874 -0.8125 -1.3517  0.0960
H9 2.0882 1.4217 -1.7500  0.0730
H10 1.0586 1.9759 -0.5798  0.0475
H11 -2.0180 -0.6046 0.0114  0.1371
H12 -2.6957 2.3908 -0.7989  0.1224

***

Record 4
ORCA calculation (the ωB97M-V functional and the def2-TZVPD basis) on C6H11AuClF5Pm as an isolated structure at a distorted geometry.

The total charge is -1. The LUMO energy (alpha / beta) is 2.63 / 2.42 eV. The calculation puts the energy relative to the best compared isomer or geometry (same formula, charge and spin) at 182.1 kJ/mol. The orbital gap (alpha / beta) comes out at 5.95 / 6.76 eV. As for the multiplicity: 7.

Last column: Löwdin spin population.
Cartesian coordinates (Å):
Pm1 0.7056 -1.2621 1.0571  4.0765
Cl1 2.8823 -1.7481 2.1735  -0.0076
C1 -0.2536 0.4126 2.3789  -0.0162
H1 -1.3463 0.2532 2.4405  0.0000
H2 -0.0774 1.4120 1.9644  0.0006
H3 0.2590 0.3334 3.3579  0.0007
Au1 0.3222 1.5939 -1.0569  0.4575
C2 1.5934 -0.2280 -1.1571  0.1072
C3 1.8777 2.6901 -0.1177  0.3236
C4 -1.3302 2.0913 -2.0431  0.8182
H4 1.4516 3.6324 0.2647  0.0303
H5 2.2386 2.0458 0.6901  0.0194
H6 2.6645 2.8910 -0.8579  0.0246
H7 1.0596 -0.9675 -1.7646  0.0216
H8 2.2614 0.3504 -1.8065  0.0013
H9 2.2819 -0.6670 -0.3873  0.0057
H10 -1.9114 2.9578 -1.7031  0.0640
H11 -1.6550 1.4174 -2.8681  0.0812
F1 -2.8757 -1.0161 0.5376  0.0008
C5 -1.7948 -1.8571 0.6692  -0.0122
F2 -2.0532 -2.7006 1.7568  0.0013
C6 -1.6283 -2.6957 -0.5758  -0.0011
F3 -2.4254 -3.7835 -0.5252  -0.0005
F4 -1.9266 -1.9709 -1.6851  0.0023
F5 -0.3196 -3.1849 -0.7423  0.0007

***

Record 5
ORCA calculation (the ωB97M-V functional and the def2-TZVPD basis) on an isolated ion of composition C3H9N2S and charge +1 at a distorted geometry.

The total charge is +1. The LUMO energy is -4.44 eV. The calculation puts the energy relative to the best compared isomer or geometry (same formula, charge and spin) at 152.9 kJ/mol. The orbital gap comes out at 9.64 eV.

Last column: Löwdin charge in e.
Cartesian coordinates (Å):
C1 0.7690 -1.4113 0.3127  0.0314
C2 0.5613 0.0217 -0.1283  -0.3012
N1 1.2298 0.4761 -1.1047  0.1965
C3 -0.5236 0.8688 0.4828  -0.6237
N2 -1.5702 0.1317 1.0114  0.0553
S1 -0.7780 2.4448 -0.6738  0.7869
H1 1.7927 -1.5888 -0.0829  0.1107
H2 0.1411 -2.0652 -0.3360  0.1258
H3 0.4675 -1.5666 1.3180  0.0853
H4 1.8047 0.0907 -1.7651  0.1176
H5 0.9873 1.5343 -1.3860  0.0998
H6 0.1116 1.3478 1.3053  0.1564
H7 -2.1667 -0.1028 0.2354  0.0990
H8 -1.9209 0.6421 1.8739  0.1537
H9 -1.5445 1.5436 -1.3604  -0.0934

***

Record 6
ORCA calculation (the ωB97M-V functional and the def2-TZVPD basis) on C15H31FNbO7 as an isolated structure at a distorted geometry.

The total charge is -1. The LUMO energy is 2.22 eV. The orbital gap comes out at 6.85 eV.

Last column: Löwdin charge in e.
Cartesian coordinates (Å):
C1 -3.8659 -2.9101 -0.7700  -0.1267
C2 -2.8880 -2.1270 -1.2100  -0.3426
Nb1 -1.0248 -1.1160 -2.0830  1.4776
C3 -2.1751 -0.9924 -4.0750  -0.3937
C4 0.0118 -1.2061 -0.0591  -0.3920
C5 1.6078 -1.4080 -0.1045  -0.3481
O1 2.0568 -2.5603 -0.8623  -0.2309
C6 3.4970 -2.5247 -1.0034  -0.2749
C7 4.2978 -3.5377 -0.0382  -0.1100
C8 0.6454 0.0651 -3.0795  -0.4641
C9 0.1126 1.5517 -3.5087  -0.1722
F1 1.0749 -0.6775 -4.2754  -0.2179
H1 -4.7656 -3.5200 -0.3813  0.0215
H2 -1.7675 0.4896 -1.5493  -0.1064
H3 -0.3450 -2.7330 -2.5833  -0.1063
H4 -3.0335 -1.7465 -4.1580  -0.0269
H5 -2.5832 0.0872 -4.2383  -0.0179
H6 -1.3797 -1.1344 -4.9153  -0.0112
H7 -0.4590 -2.0558 0.5827  0.0446
H8 -0.2168 -0.2099 0.4994  0.0412
H9 1.9462 -1.5825 0.9999  0.1145
H10 2.1291 -0.4123 -0.4119  0.0886
H11 3.7569 -2.7959 -2.1052  0.1278
H12 3.9512 -1.4726 -0.8339  0.1114
H13 5.3179 -3.0295 0.2055  0.0693
H14 3.7975 -3.7294 0.9782  0.0761
H15 4.5909 -4.5178 -0.5904  0.0716
H16 1.5868 0.2289 -2.4450  0.0592
H17 0.6684 2.3888 -2.9471  0.0539
H18 -1.0274 1.6181 -3.2979  0.0096
H19 0.2751 1.6420 -4.6563  0.0761
C10 -5.0337 2.0378 4.0966  -0.0590
O2 -5.7639 0.9422 3.5513  -0.0136
C11 -5.4409 0.6436 2.2766  -0.5949
O3 -4.6176 1.2136 1.6030  0.1287
O4 -6.1963 -0.3987 1.8892  -0.0095
C12 -5.9598 -0.8300 0.5463  -0.0549
H20 -5.3738 2.1888 5.1226  0.0877
H21 -3.9638 1.8165 4.1165  0.0981
H22 -5.2290 2.9517 3.5301  0.0953
H23 -4.9282 -1.1658 0.4252  0.0431
H24 -6.1922 -0.0305 -0.1616  0.1015
H25 -6.6226 -1.6730 0.3434  0.0876
C13 3.4044 2.8672 -0.0735  -0.0411
O5 3.7570 2.0255 1.0233  -0.0035
C14 4.1277 2.6893 2.1317  -0.5936
O6 4.1804 3.8906 2.2568  0.1140
O7 4.4304 1.7821 3.0791  -0.0022
C15 4.8436 2.3486 4.3201  -0.0541
H26 3.1226 2.2271 -0.9111  0.0856
H27 2.5482 3.4957 0.1826  0.1019
H28 4.2563 3.4798 -0.3791  0.0972
H29 4.0447 2.9567 4.7515  0.0973
H30 5.7530 2.9406 4.1901  0.0957
H31 5.0611 1.5283 5.0059  0.0917

***

Record 7
ORCA calculation (the ωB97M-V functional and the def2-TZVPD basis) on a 2-piece molecular cluster, C5H12NO overall at a distorted geometry.

The total charge is +1. The LUMO energy is -5.49 eV. The calculation puts the energy relative to the best compared isomer or geometry (same formula, charge and spin) at 324.8 kJ/mol. The orbital gap comes out at 8.54 eV.

Last column: Löwdin charge in e.
Cartesian coordinates (Å):
C1 2.4035 -1.7780 -0.1237  -0.0726
C2 1.9491 -0.4721 0.6015  -0.2345
C3 0.8925 0.2117 -0.1534  -0.0566
C4 -0.3128 0.6525 0.3268  -0.0327
N1 -1.4236 0.5548 -0.6672  0.0226
C5 -1.2728 1.0056 -1.8706  0.1661
H1 3.0903 -2.2661 0.5607  0.0769
H2 3.0177 -1.5154 -0.9838  0.0790
H3 1.5787 -2.4548 -0.3442  0.0817
H4 2.7497 0.2734 0.7885  0.1351
H5 1.7378 -0.7668 1.6315  0.1194
H6 0.9349 0.2510 -1.2469  0.1221
H7 -0.5467 1.3589 1.1165  0.1282
H8 -1.9361 -0.2447 -0.3002  0.1582
H9 -1.1133 2.0711 -1.9754  0.1348
H10 -1.6193 0.3963 -2.6928  0.1205
H11 -2.7566 0.5684 2.0995  0.0522
H12 -4.0491 1.2707 1.8586  0.0504
O1 -3.3239 0.8835 1.3745  -0.0509